Entry from the Open Molecules 2025 dataset: a molecular structure, C4H4N2O (ωB97M-V with the def2-TZVPD basis set).

Geometry as XYZ:
```
11
C4H4N2O, DFT ωB97M-V with the def2-TZVPD basis set
O 2.249 -1.351 0.005
C 1.177 -0.787 0.032
C 1.049 0.685 0.019
C -0.150 1.274 -0.110
N -1.340 0.521 -0.155
C -1.122 -0.858 -0.197
N -0.025 -1.512 0.013
H 1.964 1.261 0.108
H -0.260 2.355 -0.196
H -1.473 -0.228 0.875
H -2.059 -1.378 -0.389
```

Calculated values
Spin multiplicity: 1
Molecular weight (g/mol): 96.09
Calculated total energy (hartree): -339.46472
LUMO energy (eV): -0.446
Energy above the lowest of the compared OMol25 structures with the same formula, charge and spin (eV): 3.182

Löwdin population analysis, charges in e, atoms 1 to 6: 0.063 -0.493 0.029 -0.108 0.050 -0.296